Record 1
C28H39BF8NbO28S | the ωB97M-V functional and the def2-TZVPD basis

Properties
2S+1: 1
E_tot, eV: -121796.61730
Kohn-Sham gap, eV: 5.50
Total charge: -1

Geometry as XYZ:
```
106
Properties=species:S:1:pos:R:3:forces:R:3:lowdin_charge:R:1
C 4.583888 -5.757068 -2.511103 1.5 -0.5 -0.7 -0.14
O 3.622268 -6.395838 -1.620956 0.4 1.3 -1.6 -0.23
C 2.238640 -6.015478 -1.811083 -2.5 -0.4 1.3 -0.28
C 1.811501 -5.116598 -3.062522 1.9 0.8 -1.5 -0.29
C 0.265185 -4.841611 -3.398621 0.3 0.9 -1.6 -0.45
Nb -1.367404 -5.512746 -2.012090 -4.5 1.4 0.5 1.21
O -2.983669 -6.086857 -0.788804 2.5 -0.5 0.0 -0.56
S -3.113890 -4.563786 -3.631254 -0.9 -0.2 1.2 0.10
B -1.404001 -7.562463 -3.123576 0.7 -2.6 -0.7 -0.60
O -0.622308 -7.847786 -4.352701 0.1 -0.9 2.3 -0.08
O -2.300621 -8.626492 -2.583676 2.8 0.0 0.0 -0.09
H 5.663801 -6.216119 -2.286876 -2.8 0.9 -0.2 0.09
H 4.709885 -4.593907 -2.344885 -0.6 -2.2 -0.4 0.10
H 4.393629 -6.027545 -3.658786 0.0 0.8 2.8 0.09
H 1.882375 -5.470731 -0.809895 0.8 -1.4 -2.4 0.09
H 1.600863 -7.024428 -1.841774 1.4 2.0 0.0 0.10
H 2.350114 -4.055812 -2.949659 -1.1 -2.2 -0.2 0.11
H 2.296667 -5.581702 -4.050833 -0.9 0.9 2.2 0.11
H 0.134322 -3.664285 -3.557513 0.2 -2.4 0.5 0.05
H 0.023417 -5.296757 -4.477007 0.5 0.8 2.3 0.05
H -1.291601 -3.873669 -1.167228 1.0 0.2 0.5 -0.12
H -0.270844 -6.133557 -0.715004 -0.2 -0.1 0.0 -0.09
H -2.630067 -6.701838 -0.080445 -0.7 1.0 -1.2 -0.01
H -4.319202 -4.552897 -2.863184 1.7 -0.2 -0.8 -0.21
H 0.239158 -8.249122 -4.031457 -1.3 0.7 -0.7 0.08
H -1.709272 -9.305309 -2.102448 -1.4 1.5 -1.3 0.10
C 0.569611 -2.038355 1.386028 -0.4 -0.6 1.2 -0.07
C 1.454570 -2.407855 0.244968 -0.1 -1.3 -0.5 -0.33
O 1.041849 -1.540322 -0.786502 0.0 1.2 0.8 0.14
C 0.584492 -0.425509 -0.150352 -0.6 1.9 -1.4 -0.49
O 0.399152 0.648048 -0.698981 0.4 -2.2 1.2 0.13
O 0.365830 -0.654821 1.180467 0.2 0.7 -1.0 0.05
F 1.225031 -3.679903 -0.151096 0.4 0.5 0.3 0.02
H -0.395444 -2.555359 1.358376 0.2 -0.1 -0.3 0.15
H 1.040240 -2.225600 2.354965 0.0 0.2 -0.1 0.14
H 2.522652 -2.265124 0.440797 0.0 -0.1 -0.1 0.18
C -0.147616 2.750329 1.565835 1.0 -0.8 -0.7 -0.07
C -1.637220 2.772385 1.517975 -0.2 -0.5 -0.4 -0.32
O -1.986331 3.679340 2.538973 0.7 0.9 0.1 0.14
C -0.940291 4.549373 2.613244 0.4 2.2 1.1 -0.49
O -0.986394 5.628260 3.180470 0.1 -2.3 -1.1 0.13
O 0.165795 4.068845 1.967380 -1.1 1.0 0.8 0.08
F -2.147807 1.560600 1.831888 -0.3 -0.3 0.0 0.08
H 0.242042 2.043298 2.305878 -0.3 0.0 0.0 0.15
H 0.296403 2.520634 0.593478 -0.1 0.2 0.2 0.13
H -2.050599 3.115471 0.563549 0.2 -0.3 0.4 0.13
C 10.455792 -5.405201 -1.549743 1.1 0.6 0.2 -0.08
C 9.803800 -6.573595 -2.206601 -0.1 -0.8 0.0 -0.33
O 8.442902 -6.422793 -1.871790 0.3 0.9 -0.2 0.14
C 8.259453 -5.080104 -1.729646 -3.2 1.7 0.2 -0.49
O 7.167599 -4.536583 -1.712122 3.2 -1.2 0.1 0.14
O 9.449481 -4.414849 -1.616758 -0.7 -0.3 -0.2 0.07
F 10.246971 -7.734942 -1.675061 0.1 -0.3 -0.1 0.08
H 10.708622 -5.595293 -0.501253 -0.1 -0.2 -0.1 0.15
H 11.358659 -5.082897 -2.075426 -0.2 0.1 0.0 0.14
H 9.914704 -6.595645 -3.295974 0.0 -0.2 0.1 0.18
C -1.543331 8.591722 3.596485 -0.6 -1.2 0.3 -0.09
C -1.517651 9.862025 4.375825 -0.1 0.1 0.5 -0.33
O -0.508630 10.616254 3.743450 -0.3 -0.1 -0.8 0.14
C -0.513030 10.197535 2.446789 1.3 0.9 -2.5 -0.50
O 0.022678 10.799801 1.531278 -1.2 -1.3 2.1 0.13
O -1.198208 9.023183 2.295454 0.6 1.2 -0.1 0.08
F -1.141971 9.635744 5.654623 0.0 0.1 0.5 0.08
H -0.802414 7.865044 3.946301 -0.1 0.2 0.1 0.13
H -2.529135 8.118940 3.604119 0.2 0.1 -0.2 0.14
H -2.460325 10.419278 4.357019 0.2 -0.1 0.2 0.15
C -6.077436 4.335374 -1.122458 -1.3 -0.2 0.0 -0.08
C -5.090584 5.344351 -1.601820 0.0 0.9 0.2 -0.33
O -3.858972 4.854361 -1.122317 -0.2 -0.9 -0.3 0.15
C -4.012561 3.501534 -1.068056 1.9 -2.2 0.2 -0.48
O -3.088904 2.711418 -0.965875 -2.4 1.8 -0.5 0.14
O -5.328541 3.136897 -1.149976 1.2 0.1 0.0 0.09
F -5.319224 6.549956 -1.034456 0.0 0.2 -0.1 0.08
H -6.416918 4.527745 -0.099162 0.2 0.2 -0.1 0.15
H -6.951957 4.266265 -1.775014 0.2 -0.2 0.1 0.15
H -5.046920 5.447081 -2.691342 0.0 0.2 0.1 0.18
C -5.224076 11.728758 6.934282 0.6 0.9 0.8 -0.07
C -6.373699 10.783906 7.019862 -0.8 0.1 0.2 -0.33
O -6.484650 10.280240 5.708034 1.0 -0.1 0.0 0.15
C -5.220657 10.329014 5.201462 1.0 -1.4 -2.6 -0.49
O -4.860831 9.731437 4.200815 -0.8 1.5 2.4 0.15
O -4.402135 11.123775 5.956347 -0.5 -0.8 -0.7 0.07
F -7.516159 11.440550 7.321965 -0.2 -0.1 0.2 0.08
H -5.520119 12.726340 6.592846 -0.2 -0.2 0.1 0.15
H -4.694329 11.826503 7.885704 0.1 -0.1 -0.3 0.15
H -6.222915 9.955853 7.720655 -0.2 0.1 0.0 0.18
C 5.264186 -4.545953 -7.091037 -1.1 0.3 -0.6 -0.07
C 6.743657 -4.571071 -7.270572 0.5 0.5 -0.1 -0.34
O 7.223185 -4.953172 -6.001346 -0.5 -0.5 -0.2 0.14
C 6.232738 -5.719350 -5.464076 -0.1 -2.1 2.8 -0.49
O 6.381269 -6.453362 -4.501251 0.2 1.7 -2.9 0.12
O 5.053188 -5.570999 -6.140926 1.0 -0.3 0.5 0.08
F 7.216545 -3.335846 -7.550319 0.3 0.2 -0.2 0.08
H 4.902756 -3.595084 -6.685321 0.3 0.0 -0.1 0.15
H 4.728763 -4.756826 -8.020686 0.0 -0.1 0.3 0.15
H 7.092125 -5.283745 -8.025678 0.1 0.2 0.0 0.18
C -4.224460 0.136395 3.740528 1.0 0.8 -0.6 -0.08
C -4.969411 -1.078170 3.302828 0.4 -0.8 -0.3 -0.33
O -5.817822 -1.355367 4.393810 -0.3 0.9 0.1 0.14
C -6.059636 -0.145123 4.971312 -2.0 0.7 2.1 -0.51
O -6.958967 0.065600 5.767973 2.1 -0.5 -1.8 0.13
O -5.175601 0.806907 4.542833 -1.0 -0.6 0.5 0.07
F -4.130445 -2.125517 3.138928 0.0 -0.1 -0.2 0.09
H -3.343182 -0.102201 4.345350 -0.1 -0.2 -0.1 0.15
H -3.913304 0.759655 2.897841 -0.2 0.0 0.3 0.13
H -5.568761 -0.935089 2.397385 0.1 -0.2 0.0 0.18
```
Positions in Å, forces in eV/Å.


Record 2
C28H39N5O3 | the ωB97M-V functional and the def2-TZVPD basis

Properties
2S+1: 1
E_tot, eV: -43260.00715
Kohn-Sham gap, eV: 8.30
Energy above the lowest of the compared OMol25 structures with the same formula, charge and spin, kcal per mole: 47.0
SMILES: CCOCC[C@@H]1CCC(=O)O1.c1cc[nH]c1.c1cc[nH]c1.c1cc[nH]c1.c1cc[nH]c1.c1cc[nH]c1

Geometry as XYZ:
```
75
Properties=species:S:1:pos:R:3:forces:R:3:lowdin_charge:R:1
C -1.093869 -1.273349 0.940098 -0.1 -0.2 0.0 -0.07
C -1.609071 0.119576 1.267629 0.1 0.0 0.3 -0.26
O -2.582959 0.607387 0.362645 0.0 -0.1 -0.1 -0.14
C -2.152064 0.832917 -0.964073 -0.1 0.2 -0.2 -0.22
C -1.186181 2.006610 -1.149176 0.0 0.2 -0.4 -0.09
C 0.287396 1.702777 -0.924547 0.0 0.0 0.5 -0.31
C 1.090070 2.661365 -0.048975 0.3 0.1 -0.6 -0.11
C 2.508885 2.211457 -0.410640 -0.1 -0.1 0.4 -0.06
C 2.350821 1.776510 -1.855432 0.1 -0.1 -0.2 -0.47
O 3.203237 1.465324 -2.636243 -0.1 0.3 0.1 0.12
O 1.030345 1.743513 -2.171428 0.0 -0.4 0.1 0.05
H -1.914666 -1.997761 0.987988 0.1 0.1 0.0 0.08
H -0.339168 -1.571539 1.677309 -0.1 0.1 -0.1 0.07
H -0.640378 -1.350143 -0.051840 0.0 0.1 0.1 0.06
H -0.778662 0.834730 1.382274 -0.1 -0.1 -0.1 0.10
H -2.110862 0.084519 2.240602 0.0 0.1 -0.2 0.13
H -1.720656 -0.072208 -1.416033 0.0 0.0 0.1 0.11
H -3.065295 1.060300 -1.523519 0.1 -0.1 0.1 0.13
H -1.507021 2.861266 -0.540946 0.0 -0.2 0.0 0.13
H -1.289396 2.330662 -2.193425 0.1 0.0 0.2 0.13
H 0.415898 0.686078 -0.528660 -0.1 0.0 -0.1 0.14
H 0.837812 2.648656 1.011215 0.0 0.0 -0.1 0.12
H 0.939003 3.654932 -0.489908 -0.1 0.0 0.4 0.11
H 2.814159 1.328939 0.165637 -0.1 0.1 -0.1 0.13
H 3.294322 2.957308 -0.286387 -0.1 0.0 -0.2 0.13
N -1.484626 6.276166 -1.771223 0.0 0.0 0.0 0.00
C -2.536566 6.352375 -2.642532 0.0 0.0 0.0 -0.14
C -2.091497 5.948306 -3.872743 0.0 0.0 0.0 -0.11
C -0.715603 5.616371 -3.738620 0.0 0.0 0.0 -0.11
C -0.371117 5.830716 -2.431189 0.0 0.0 0.0 -0.15
H -1.523517 6.513971 -0.797830 0.0 0.0 0.0 0.14
H -3.506507 6.684955 -2.315502 0.0 0.0 0.0 0.10
H -2.684677 5.897006 -4.770076 0.0 0.0 0.0 0.09
H -0.056723 5.259423 -4.512111 0.0 0.0 0.0 0.09
H 0.565541 5.701124 -1.916504 0.0 0.0 0.0 0.10
N 0.417501 -3.974815 3.856778 0.0 0.1 0.0 0.00
C -0.871494 -4.416873 3.978138 0.0 0.0 0.0 -0.14
C -1.187933 -4.421555 5.310013 0.0 0.1 0.0 -0.11
C -0.045497 -3.955454 6.018156 0.0 0.0 0.0 -0.12
C 0.927911 -3.689394 5.092771 0.0 0.0 0.0 -0.16
H 0.913282 -3.868835 2.991453 0.0 0.0 0.0 0.14
H -1.451964 -4.682502 3.111236 0.0 0.0 0.0 0.11
H -2.134680 -4.716429 5.730032 0.0 0.0 0.0 0.09
H 0.047315 -3.823999 7.083238 0.0 0.0 0.0 0.09
H 1.930681 -3.315226 5.207736 0.0 0.0 0.0 0.11
N 4.781696 -0.553231 -6.117186 0.0 0.0 0.0 0.00
C 5.088590 -1.818136 -6.541357 0.0 0.0 0.0 -0.15
C 4.438197 -2.700428 -5.721419 0.0 0.0 0.0 -0.12
C 3.713557 -1.933747 -4.766507 0.0 0.0 0.0 -0.11
C 3.946553 -0.610693 -5.035439 0.0 0.0 -0.1 -0.13
H 5.122827 0.292854 -6.532915 0.0 0.0 0.0 0.14
H 5.738246 -1.981811 -7.383806 0.0 0.0 0.0 0.10
H 4.477984 -3.774367 -5.796155 0.0 0.0 0.0 0.09
H 3.093270 -2.311310 -3.970737 0.0 0.0 0.0 0.08
H 3.590846 0.283488 -4.552342 0.0 0.0 0.0 0.08
N 1.505916 1.475466 7.265747 0.0 0.0 0.0 0.00
C 0.933562 0.236837 7.158746 0.0 0.0 0.0 -0.14
C 0.884802 -0.090619 5.830806 0.0 0.0 -0.1 -0.11
C 1.449781 0.997264 5.108718 0.0 0.0 0.0 -0.11
C 1.823188 1.947138 6.022149 0.0 0.0 0.0 -0.15
H 1.666408 1.964513 8.126252 0.0 0.0 0.0 0.14
H 0.611913 -0.304604 8.031584 0.0 0.0 0.0 0.11
H 0.486845 -1.004869 5.423836 0.0 0.0 0.0 0.07
H 1.570301 1.071835 4.040437 0.0 0.0 0.0 0.08
H 2.286520 2.910176 5.894007 0.0 0.0 0.0 0.10
N -3.159641 -3.244646 -2.339105 0.0 0.0 0.0 0.00
C -2.937205 -4.588583 -2.469251 0.0 0.0 0.0 -0.14
C -3.934385 -5.243809 -1.798515 0.0 0.0 0.0 -0.11
C -4.791913 -4.255092 -1.241639 0.0 0.0 0.0 -0.11
C -4.287105 -3.032129 -1.593531 0.0 0.0 0.0 -0.15
H -2.582108 -2.523840 -2.729888 0.0 0.0 0.0 0.14
H -2.094702 -4.961735 -3.025515 0.0 0.0 0.0 0.10
H -4.039277 -6.312517 -1.716289 0.0 0.0 0.0 0.09
H -5.676725 -4.423558 -0.651302 0.0 0.0 0.0 0.09
H -4.629471 -2.035009 -1.374773 0.0 0.0 0.0 0.11
```
Positions in Å, forces in eV/Å.


Record order is preserved below.
HOMO: -4.088, -7.907 eV